[1]
Below is a cluster of 9 separate species, C16H45BF4NO7 in total, with properties calculated with ωB97M-V with the def2-TZVPD basis set.

Each line ends with the Mulliken charge.
Atoms and positions in Å:
H: 82.54 76.50 74.36  1.08
H: 82.24 78.88 68.10  -0.05
H: 87.77 74.84 71.38  0.12
H: 89.67 73.22 69.53  0.41
H: 84.26 76.72 72.77  0.17
H: 82.97 73.53 69.18  0.17
F: 85.31 75.18 69.78  0.06
C: 83.99 72.09 68.64  0.15
C: 79.78 73.96 73.99  -1.75
H: 79.50 73.18 74.40  0.64
H: 89.10 71.53 69.20  0.36
H: 82.39 77.57 73.58  0.48
H: 87.37 75.51 72.65  0.34
C: 83.08 77.31 74.10  -0.81
C: 83.84 70.62 68.25  -1.53
H: 81.83 73.35 73.49  0.19
C: 83.72 77.35 67.39  0.08
H: 80.56 73.00 72.10  0.24
O: 82.87 76.34 67.68  -0.58
H: 86.38 80.96 72.30  0.27
O: 84.74 79.48 70.72  -0.58
H: 84.41 77.14 66.70  0.61
H: 85.22 81.76 73.39  0.26
O: 81.09 75.07 72.30  -0.26
H: 82.19 78.29 70.24  -0.32
H: 81.16 78.55 71.49  0.55
O: 82.83 72.54 69.23  -0.60
H: 83.36 70.64 67.40  0.49
H: 86.86 72.34 68.57  -0.11
H: 84.75 72.42 69.41  0.06
H: 78.22 77.46 69.78  0.33
C: 89.04 72.62 69.02  -1.51
C: 87.91 75.75 71.76  -0.39
O: 87.45 74.29 68.51  -0.60
H: 80.86 79.76 69.90  0.24
H: 83.37 80.78 71.78  0.16
H: 81.84 78.25 75.39  0.40
H: 85.13 82.24 71.38  0.36
H: 87.12 73.08 70.05  0.16
C: 85.35 81.51 72.19  -1.12
F: 84.59 74.87 71.90  -0.35
H: 89.51 72.39 68.08  0.38
H: 80.17 77.73 68.76  0.31
C: 80.24 77.59 69.89  0.22
C: 81.22 78.66 70.45  -0.86
N: 90.30 76.84 72.51  -0.47
C: 80.84 73.85 72.97  0.14
H: 83.30 75.89 68.39  0.13
H: 84.58 79.68 72.67  0.18
F: 83.13 75.13 70.27  -0.41
H: 87.16 76.38 71.08  0.09
O: 84.31 77.16 73.63  -0.58
H: 84.14 72.58 67.76  0.39
H: 86.49 74.43 68.68  0.38
H: 80.14 74.55 74.80  0.36
C: 82.92 78.21 75.26  -1.54
H: 81.68 74.76 71.68  0.07
H: 83.37 79.16 75.01  0.32
H: 80.87 76.70 70.18  -0.07
C: 89.23 76.41 72.18  0.25
C: 87.59 72.99 69.06  0.49
F: 84.36 76.90 70.87  0.37
C: 84.42 80.26 71.83  0.07
H: 84.35 77.54 68.38  -0.16
H: 83.15 77.90 76.25  0.36
H: 82.04 78.08 66.31  0.29
H: 84.16 78.64 70.78  0.25
C: 82.70 78.54 67.09  -0.93
H: 83.54 70.03 69.17  0.30
O: 78.89 77.86 70.36  -0.56
H: 83.36 79.38 66.90  0.45
B: 84.31 75.53 70.76  0.18
H: 84.85 70.67 67.93  0.43
H: 78.93 74.58 73.69  0.33

HOMO energy = -7.109 eV
DFT total energy = -44688.3829 eV
Total charge = -1
Energy above the lowest of the compared OMol25 structures with the same formula, charge and spin = 96.4 kcal/mol

***

[2]
Below is a structure of composition C16H45F3KO23P5S, with properties calculated with ωB97M-V with the def2-TZVPD basis set.

Each line ends with the Mulliken charge.
Atoms and positions in Å:
H: 1.42 4.16 -6.37  0.26
O: -4.53 -0.46 0.55  -0.60
H: 5.49 1.70 -0.88  0.32
C: -7.08 1.69 2.70  -0.79
H: -7.40 2.31 1.86  0.39
C: 3.76 -4.25 -3.20  -0.63
H: -2.12 3.47 8.79  0.28
O: 2.54 -4.45 -3.92  -0.34
O: -1.05 1.56 4.65  -0.61
F: 0.82 -7.84 2.26  -0.20
H: 1.37 -1.46 -6.66  0.19
K: 0.29 -0.32 0.62  0.99
H: 2.12 -2.48 -7.91  0.25
H: 1.98 0.86 7.49  0.24
O: -1.61 0.34 6.89  -0.27
O: 2.84 -5.71 2.26  -0.68
C: -2.62 2.77 8.12  -0.62
H: -3.67 3.04 8.16  0.27
O: 7.17 0.90 0.09  -0.32
C: 0.69 4.04 -5.57  -0.73
H: 8.56 3.81 1.67  0.25
H: -1.71 1.64 -7.69  0.30
H: 3.97 -5.19 -2.69  0.24
O: -2.63 3.67 -5.30  -0.36
H: -2.13 -0.03 -7.23  0.26
C: 6.63 -1.12 2.85  -0.66
H: 7.27 -1.94 2.55  0.28
H: -3.36 -0.47 6.27  0.28
F: 0.91 -7.05 4.35  -0.21
H: -4.18 2.32 -4.60  0.30
P: -1.41 2.60 -4.96  0.93
O: 6.87 2.66 1.86  -0.34
H: -4.67 3.49 -5.74  0.29
H: -0.62 -4.18 -2.98  0.34
O: 0.23 -3.53 -4.76  -0.31
C: 0.53 -6.82 3.07  0.54
P: -5.71 0.40 0.84  0.93
H: 6.91 1.54 -1.84  0.26
O: 2.45 -3.09 -6.02  -0.33
H: -4.33 4.00 -4.09  0.30
O: -5.56 1.88 0.28  -0.20
O: -2.05 2.83 6.75  -0.37
H: 4.56 -3.92 -3.86  0.27
H: -1.81 -3.35 -3.99  0.29
P: 1.82 -3.11 -4.50  1.08
H: 8.82 2.04 1.76  0.31
H: 3.16 -1.44 -6.90  0.24
H: -3.27 1.41 -7.18  0.27
C: 2.25 -2.04 -6.92  -0.49
H: 5.71 -1.33 2.30  0.30
C: -3.99 3.35 -4.90  -0.71
H: 2.16 1.66 5.95  0.25
P: 6.38 1.16 1.51  0.95
S: 1.44 -5.27 2.37  1.08
H: 1.19 0.17 6.05  0.30
H: -3.72 2.43 0.89  0.28
C: -0.76 -3.38 -3.71  -0.69
C: -7.32 -0.57 -1.18  -0.70
C: -2.29 -0.62 6.14  -0.70
H: -7.93 1.02 2.83  0.32
O: -0.23 3.07 -5.99  -0.28
P: -1.09 1.69 6.13  1.02
F: -0.80 -6.63 3.10  -0.21
C: 8.24 2.88 2.13  -0.60
O: -1.82 1.20 -5.63  -0.14
H: -0.70 -2.41 -3.22  0.25
C: 1.46 1.09 6.56  -0.60
O: 7.08 0.20 2.57  -0.28
H: 3.55 -3.47 -2.46  0.32
H: -6.79 2.26 3.57  0.26
C: 6.31 1.02 -1.09  -0.64
O: 1.20 -4.17 3.30  -0.66
C: -4.75 2.79 0.90  -0.63
H: -2.64 1.78 8.60  0.29
O: -6.10 0.74 2.37  -0.29
O: -7.18 -0.08 0.19  -0.34
H: -7.83 0.09 -1.88  0.27
H: -1.99 -1.55 6.63  0.28
H: 6.01 0.07 -1.54  0.24
O: -1.00 2.49 -3.56  -0.61
H: 6.43 -1.25 3.92  0.25
H: 8.40 2.96 3.20  0.25
H: -1.99 -0.75 5.10  0.32
O: 0.42 1.99 6.74  -0.37
O: 4.90 0.97 1.38  -0.57
H: 1.28 3.81 -4.69  0.30
C: -2.27 1.02 -6.98  -0.66
H: -6.37 -0.83 -1.66  0.31
O: 2.09 -1.88 -3.64  -0.66
H: -4.78 3.75 0.38  0.25
H: -5.08 3.06 1.90  0.27
O: 0.88 -4.92 1.08  -0.64
H: -7.89 -1.49 -1.11  0.27
H: 0.25 5.04 -5.53  0.30

HOMO energy = -7.613 eV
DFT total energy = -146180.1168 eV
Total charge = 0
Energy above the lowest of the compared OMol25 structures with the same formula, charge and spin = 140.3 kcal/mol

***

[3]
Below is a structure of composition C16H46IInNO17P4S, with properties calculated with ωB97M-V with the def2-TZVPD basis set.

Each line ends with the Mulliken charge.
Atoms and positions in Å:
O: -8.38 7.42 -0.22  -0.34
O: 2.53 2.50 -0.70  -0.43
C: -0.43 1.06 1.84  -0.66
H: -5.70 10.00 0.38  0.27
C: -3.86 3.04 -4.25  -0.66
O: -6.21 8.03 0.52  -0.44
H: -0.47 0.28 1.08  0.32
C: 4.72 -5.99 -1.36  -0.74
C: -1.79 5.90 -5.00  -0.91
H: 2.53 -9.00 4.35  0.45
H: 3.58 -3.63 -3.30  0.26
H: 2.87 -7.96 2.95  0.26
H: -7.35 9.64 -0.18  0.34
C: -6.60 9.40 0.56  -0.70
H: -9.45 7.55 1.53  0.24
H: 3.81 0.28 0.99  0.19
C: -8.85 6.81 0.99  -0.75
H: 2.75 1.15 2.13  0.40
O: 0.18 1.93 -0.97  -0.39
H: 3.34 -8.35 7.48  0.24
O: -6.38 7.94 -1.86  -0.65
O: -7.23 5.73 -1.41  -0.42
H: -4.50 3.76 -3.76  0.00
H: 3.56 2.10 -2.44  0.26
C: 2.81 0.33 1.41  -0.69
H: -1.05 7.23 -3.60  0.26
H: -1.51 4.16 -2.23  -0.37
C: 6.67 -11.32 5.67  -0.63
N: -1.90 7.06 -4.12  -0.40
O: -5.24 3.59 -6.08  -0.53
H: -3.00 7.86 -2.57  0.38
H: 4.75 -7.70 6.63  0.33
H: 2.60 -0.60 1.93  0.21
H: 7.49 -11.35 6.39  0.24
O: 3.64 -4.95 1.22  -0.27
H: 5.61 -4.64 1.86  0.32
H: 4.99 -6.83 -0.72  0.23
H: -8.57 6.63 -2.74  0.30
P: 5.02 -9.59 4.74  1.07
H: 4.97 -8.93 7.89  0.25
O: 0.53 2.08 1.52  -0.40
H: 5.30 -6.03 -2.28  0.24
P: 3.79 -3.92 0.00  1.08
C: -7.83 5.83 -2.71  -0.58
P: 1.21 1.96 0.06  0.90
O: 6.43 -9.93 5.39  -0.37
O: 4.25 -2.62 0.50  -0.58
O: 2.97 -3.72 -1.35  -0.36
C: 4.61 -4.80 2.27  -0.28
P: -6.83 7.14 -0.70  1.37
O: 4.47 -8.19 4.22  -0.26
H: -8.31 4.87 -2.89  0.26
H: -3.93 2.06 -3.78  0.40
H: 4.34 -3.98 2.92  0.27
O: 4.17 -9.65 6.13  -0.36
O: 1.86 0.48 0.35  -0.21
H: -6.98 9.62 1.56  0.25
H: 3.66 -6.07 -1.63  0.36
H: 6.96 -11.84 4.77  0.27
I: -3.07 1.82 -7.02  -0.15
H: 4.60 -5.73 2.84  -0.07
C: 3.64 -3.01 -2.41  -0.66
C: 3.05 -8.11 4.01  -0.74
H: -0.03 1.32 -4.19  0.05
H: 4.67 -2.80 -2.18  0.37
H: -7.07 5.99 -3.47  0.24
C: -4.30 3.01 -5.63  0.37
In: -1.75 3.93 -3.97  0.85
H: 2.68 -7.24 4.57  0.27
H: -1.40 1.53 1.93  0.27
H: -3.98 7.19 -3.84  0.25
C: -3.06 7.03 -3.28  -0.79
H: 1.87 2.59 -2.69  0.10
H: -2.56 5.93 -5.78  0.31
H: -0.14 0.62 2.79  0.25
H: 5.78 -11.78 6.11  0.32
H: -3.18 6.12 -2.68  0.19
C: 2.54 2.00 -2.07  -0.31
H: -8.03 6.50 1.64  0.36
H: -9.46 5.95 0.75  0.25
C: 4.32 -8.60 7.08  -0.67
O: 5.02 -4.77 -0.70  -0.34
O: 4.62 -10.66 3.82  -0.69
H: 3.10 -2.08 -2.57  0.23
H: 2.24 0.95 -2.09  0.20
S: 0.13 2.49 -4.81  -0.59
H: -0.84 5.99 -5.52  0.33

HOMO energy = -3.833 eV
DFT total energy = -114902.6696 eV
Total charge = -1

***

[4]
Below is a cluster of 5 separate species, C16H47N4O5 in total, with properties calculated with ωB97M-V with the def2-TZVPD basis set.

Each line ends with the Mulliken charge.
Atoms and positions in Å:
H: 4.08 2.57 -1.33  0.26
H: 0.70 1.52 1.85  0.26
O: 2.14 1.78 -1.40  -0.19
C: -4.12 1.24 -0.07  0.24
O: 3.64 1.14 1.63  -0.15
O: -1.28 -0.60 0.63  -0.13
H: -0.38 -5.65 -2.30  0.36
H: -5.48 -0.43 -0.31  0.44
H: -1.39 2.86 -3.41  0.35
H: 2.47 1.61 3.29  0.42
H: -0.85 4.32 -2.64  0.38
H: 2.76 -1.99 2.44  0.50
H: -1.70 -4.71 -2.98  0.41
H: -0.50 -2.08 -2.15  0.29
H: -4.30 2.65 1.54  0.55
C: 1.97 -5.87 -0.41  -0.72
H: -0.36 -0.13 0.84  0.47
C: 1.73 -0.13 2.34  0.19
O: 0.74 -5.32 0.01  -0.42
C: 0.54 -3.99 -0.39  -0.58
H: 5.14 2.35 0.98  0.23
C: 2.92 0.75 2.77  -1.05
H: -1.48 -4.35 -0.50  0.33
N: 0.13 3.23 -0.39  -0.60
C: -1.13 3.29 -2.44  -1.74
H: -2.03 3.29 -1.81  0.31
N: -3.07 0.72 -1.06  -0.65
H: 3.95 0.84 -1.39  0.23
H: 5.18 1.96 2.75  0.37
H: 1.21 -0.29 3.28  0.45
H: -0.70 3.34 0.17  0.16
H: -2.01 -2.45 -1.79  0.28
H: 4.06 3.15 2.03  0.35
H: 1.27 1.89 -3.25  0.41
H: -1.95 0.07 0.30  0.28
C: 3.50 1.76 -1.78  -0.93
N: 0.90 0.64 1.39  -0.32
H: 1.50 0.93 0.61  0.00
H: -1.49 1.73 3.44  0.24
H: -3.05 1.41 -1.80  0.24
H: 2.91 -1.22 0.85  0.29
H: 3.62 1.74 -2.86  0.42
C: -3.52 2.17 0.93  -0.80
N: -1.07 -2.42 -1.38  -0.66
H: 0.02 -4.18 -3.14  0.41
H: 2.16 -5.67 -1.47  0.34
H: 0.36 -3.42 0.53  -0.09
H: -3.04 3.04 0.42  0.36
H: -5.67 0.42 1.19  0.42
H: 3.56 0.22 3.49  0.50
C: -0.73 -4.63 -2.48  -1.56
H: 1.64 3.49 -2.44  0.40
H: 2.80 -5.46 0.18  0.29
C: 1.31 2.46 -2.32  -1.04
C: 4.55 2.17 1.88  -0.94
H: 0.97 3.00 0.11  0.16
C: -4.92 0.07 0.48  -1.48
H: -4.29 -0.64 1.01  0.26
H: -1.19 -1.40 0.00  0.58
H: -2.12 3.27 2.74  0.42
H: 1.99 -6.95 -0.27  0.25
H: -3.22 2.19 3.58  0.31
C: -0.06 2.55 -1.67  1.76
O: -2.56 1.52 1.73  -0.16
C: -2.33 2.21 2.94  -1.00
H: 1.39 -2.03 1.39  -0.17
H: -0.38 1.51 -1.45  -0.40
H: -3.47 -0.09 -1.53  0.18
H: -4.80 1.85 -0.69  0.37
C: 2.24 -1.41 1.68  -0.90
C: -0.77 -3.87 -1.17  0.37
H: 1.39 -3.55 -0.92  0.55

HOMO energy = -11.441 eV
DFT total energy = -33545.1355 eV
Total charge = +1
Energy above the lowest of the compared OMol25 structures with the same formula, charge and spin = 14.2 kcal/mol

***

[5]
Below is a structure of composition C16H48BrHfNO11S8, with properties calculated with ωB97M-V with the def2-TZVPD basis set.

Each line ends with the Mulliken spin population.
Atoms and positions in Å:
H: -3.23 2.85 1.86  0.00
H: -4.71 3.33 -1.86  0.00
O: -1.53 2.02 -0.49  -0.04
H: 5.17 -1.46 1.92  0.00
H: -2.54 -3.09 -3.56  0.00
C: -3.76 2.82 0.91  0.00
H: -1.18 2.52 -5.18  0.00
H: -0.72 0.38 4.49  0.00
H: -4.61 3.50 0.94  0.00
H: 2.49 0.65 5.08  0.00
H: 1.78 4.58 1.61  0.00
C: 4.35 -0.92 1.45  0.00
C: 3.29 0.00 -3.17  0.01
O: 2.00 -1.33 0.27  -0.06
H: 1.54 4.06 3.35  0.00
S: -2.51 -0.85 -2.51  0.02
O: 0.96 -0.72 -1.91  0.00
S: -1.04 -3.32 0.51  0.09
C: 2.00 0.86 4.13  0.00
H: 1.80 2.46 -4.72  0.00
C: -3.84 2.68 -1.82  0.00
H: -4.50 -1.05 -0.96  0.00
H: 2.70 -2.75 -4.50  0.00
H: 3.89 -0.36 -2.34  0.00
H: -0.15 -0.91 5.63  0.00
O: -0.48 -1.91 0.26  -0.01
H: 0.81 -3.52 2.13  0.00
H: 2.30 3.15 -3.20  0.00
H: -3.39 -2.20 -0.75  0.00
H: 0.25 -5.26 -0.10  0.01
H: -0.95 -1.36 4.18  0.00
H: -3.39 2.58 -2.81  0.00
H: 1.28 -3.22 -3.46  0.00
H: 2.74 1.19 3.40  0.00
O: -1.91 0.08 1.43  0.02
H: -1.39 4.51 3.74  0.00
S: 1.17 -0.64 3.44  0.00
H: -0.71 -4.60 -1.50  0.01
H: 3.79 -0.12 -4.13  0.00
C: 1.47 3.10 -3.90  0.00
H: 0.83 -3.89 -1.01  0.01
C: -3.84 -1.66 -1.58  0.00
H: 3.12 1.08 -3.05  0.00
O: -0.02 2.04 1.57  0.02
H: -1.75 2.67 3.74  0.00
O: -1.41 -0.33 -1.48  0.03
C: -0.24 -3.84 2.08  0.01
H: -0.25 -4.93 2.14  0.00
O: -3.71 -0.97 1.84  0.00
S: -0.13 2.64 -3.00  -0.01
H: 2.90 -4.27 0.72  0.00
S: -2.61 3.12 -0.51  0.00
C: -0.07 -4.37 -0.65  -0.01
Hf: 0.14 0.36 -0.01  0.72
H: -0.88 -3.41 2.85  0.00
H: 2.88 -2.81 -2.80  0.00
H: -2.15 1.67 -4.00  0.00
O: 0.60 -0.26 2.11  0.05
H: -4.32 1.89 0.88  0.00
H: 1.32 4.12 -4.27  0.00
H: -0.23 3.42 4.34  0.00
C: -0.27 -0.61 4.59  0.00
S: -0.38 3.51 1.93  0.00
C: 3.30 -3.49 1.38  0.01
H: 1.37 1.75 4.20  0.00
C: 2.15 -2.58 -3.57  0.01
S: 1.66 -0.82 -3.32  0.02
O: -2.85 0.29 3.31  0.00
H: -0.60 0.94 -4.65  0.00
S: 3.38 -1.95 0.30  0.00
H: 0.83 5.51 2.72  0.00
H: 5.00 -0.21 0.96  0.00
C: -1.77 -2.36 -3.31  0.01
H: -1.26 -2.00 -4.21  0.00
H: 3.72 -0.56 2.26  0.00
H: -4.47 -2.20 -2.28  0.00
O: 0.23 1.54 -1.99  0.02
N: -2.83 -0.18 2.25  0.00
C: -1.12 1.85 -4.32  0.00
Br: 2.59 1.84 0.15  0.01
H: 2.91 -3.35 2.39  0.00
H: -1.10 -2.77 -2.56  0.00
C: -1.04 3.49 3.61  0.01
H: -4.29 1.71 -1.66  0.00
C: 1.10 4.49 2.45  0.00
H: 4.32 -3.79 1.61  0.00

Expectation value of S² = 0.752
HOMO energy (alpha / beta) = -5.255 / -9.854 eV
Spin multiplicity = 2
DFT total energy = -199399.0481 eV
Total charge = +1

***

[6]
Below is a cluster of 5 separate species, C16H48ClN4O4 in total, with properties calculated with ωB97M-V with the def2-TZVPD basis set.

Each line ends with the Mulliken charge.
Atoms and positions in Å:
C: 1.21 4.62 -1.28  0.43
C: 3.76 -0.57 -0.41  -0.78
H: -3.18 -6.21 1.37  0.28
H: -4.65 -0.07 1.72  0.40
H: -0.42 6.33 -4.37  0.30
C: 1.54 -0.44 3.12  0.63
H: -3.74 -5.63 -0.21  0.37
H: 3.08 3.89 -0.46  0.45
O: 3.18 -0.04 -1.59  -0.23
N: 0.68 0.79 2.88  -0.02
C: 0.82 -1.57 2.40  -0.64
H: -1.99 -2.42 0.37  0.37
H: 3.77 -1.83 -2.54  0.48
C: -4.87 -1.04 1.26  -1.42
H: 1.13 1.68 3.09  0.39
H: 1.62 0.26 5.21  0.37
H: -1.69 -2.58 4.25  0.28
H: 4.74 -0.99 -0.58  0.41
H: -4.47 -3.39 -0.05  0.44
H: 0.77 4.21 -3.38  0.46
H: 1.99 2.61 -0.96  0.24
H: 0.86 -1.39 1.31  0.09
H: -0.93 7.40 -3.10  0.27
C: 1.82 -0.61 4.60  -1.29
H: 1.36 -2.52 2.49  0.53
H: 1.54 -1.50 -5.09  0.38
H: -0.09 3.72 0.15  0.12
H: -0.33 5.35 -0.11  0.42
H: -2.01 -0.81 0.88  0.06
H: -4.84 -3.88 1.64  0.45
H: 0.48 -2.54 -4.26  0.42
H: -0.18 -0.33 -2.96  0.40
C: 3.13 -0.95 -2.66  -0.79
H: 0.95 0.34 -1.96  0.04
O: -0.52 -1.64 2.81  -0.28
Cl: -0.73 1.26 0.03  -0.87
C: -2.99 -5.50 0.57  -0.81
H: -2.02 -5.77 0.14  0.26
C: 1.70 -1.41 -2.92  0.32
N: 0.39 4.63 -0.03  -0.08
H: 1.33 -2.05 -2.11  0.15
H: -3.02 -1.38 -0.32  0.43
C: -3.73 -2.04 1.47  0.37
C: 2.32 3.62 -1.20  -1.55
H: 2.19 -3.00 -4.25  0.41
H: 1.29 -1.46 5.04  0.28
H: -3.40 -1.97 2.50  0.05
C: -0.88 -2.81 3.57  -0.96
N: -2.58 -1.61 0.58  0.01
H: -0.16 0.71 3.46  0.36
C: 0.26 4.44 -2.44  -0.69
H: -0.27 3.48 -2.23  0.24
O: -0.66 5.48 -2.48  -0.37
H: 3.78 0.24 0.32  0.19
H: 1.01 4.78 0.76  0.41
H: 3.10 -1.33 0.04  0.31
H: 2.85 3.58 -2.16  0.41
H: 2.44 -0.20 2.55  0.12
N: 0.82 -0.19 -2.83  -0.11
H: -0.01 -3.21 4.09  0.54
H: 0.78 6.88 -3.18  0.32
C: 1.50 -2.16 -4.22  -1.43
H: -5.77 -1.45 1.70  0.40
H: 1.08 0.45 -3.59  0.43
O: -2.89 -4.18 1.09  -0.30
H: 2.88 -0.84 4.75  0.39
H: 0.31 0.85 1.91  -0.15
H: 1.65 5.62 -1.39  0.28
H: -1.17 -3.60 2.87  0.27
C: -0.26 6.57 -3.31  -0.70
H: 3.50 -0.46 -3.57  0.36
H: -5.06 -0.78 0.22  0.41
C: -4.10 -3.42 0.98  -0.75

HOMO energy = -17.311 eV
DFT total energy = -44018.8747 eV
Total charge = +3
Energy above the lowest of the compared OMol25 structures with the same formula, charge and spin = 18.8 kcal/mol